# 1
{"formula": "C12H17InNO6", "method": "the ωB97M-V functional and the def2-TZVPD basis", "homo_energy_ev": -11.502, "e_tot_ev": -31653.648, "e_above_lowest_kj_mol": 354.6, "total_charge": 1, "e_lumo_ev": -6.81, "multiplicity": 1, "symbols": ["In", "C", "C", "C", "O", "C", "C", "C", "O", "O", "O", "H", "H", "C", "O", "C", "C", "N", "C", "C", "O", "C", "H", "H", "H", "H", "H", "H", "H", "H", "H", "H", "H", "H", "H", "H", "H"], "positions_angstrom": [[0.8457, 1.2517, 0.6794], [-2.1906, -0.6561, 7.3925], [-1.6660, -0.8890, 6.0629], [-2.6236, -1.4135, 4.9022], [-2.3195, -1.3196, 3.7347], [-4.0302, -1.6954, 5.3698], [-4.3377, -1.5961, 6.6916], [-3.4544, -0.9295, 7.6858], [-3.7252, -0.6795, 8.9057], [-5.5589, -1.9608, 6.9435], [-0.5112, -0.6276, 5.7781], [-1.4720, -0.1858, 8.0475], [-4.7764, -2.0796, 4.6901], [4.6061, 2.4647, -1.7098], [3.6661, 1.4140, -2.0055], [3.9518, 0.9723, -3.3782], [3.0269, -0.1957, -3.8446], [1.6291, 0.1890, -3.5728], [0.5788, -0.6694, -4.1744], [-0.7943, -0.0590, -4.0340], [-0.9694, 0.1889, -2.7034], [-2.3210, 0.0573, -2.3221], [5.6607, 2.1918, -1.6708], [4.3971, 2.7492, -0.6786], [4.4633, 3.3492, -2.3307], [4.9743, 0.6215, -3.5179], [3.8353, 1.8195, -4.0541], [3.1133, -1.1400, -3.3070], [3.2768, -0.2641, -4.9034], [1.5237, 1.0911, -4.0147], [0.5942, -1.6858, -3.7810], [0.8802, -0.7203, -5.2207], [-1.5402, -0.7095, -4.4907], [-0.7453, 0.9173, -4.5163], [-2.9214, 0.7133, -2.9523], [-2.3688, 0.4487, -1.3059], [-2.6974, -0.9631, -2.3948]], "nbo_charge": [0.98, -0.05, 0.36, 0.40, -0.48, -0.05, 0.28, 0.29, -0.39, -0.41, -0.47, 0.26, 0.26, -0.26, -0.56, -0.07, -0.23, -0.62, -0.23, -0.07, -0.55, -0.25, 0.19, 0.17, 0.18, 0.19, 0.17, 0.20, 0.18, 0.34, 0.19, 0.18, 0.19, 0.16, 0.18, 0.17, 0.18]}

***

# 2
{"formula": "C44H30F24GeN8O3PSTl", "method": "the ωB97M-V functional and the def2-TZVPD basis", "homo_energy_ev": -2.982, "e_tot_ev": -210735.044, "e_above_lowest_kj_mol": 44.9, "total_charge": -2, "e_lumo_ev": 3.44, "multiplicity": 1, "symbols": ["Tl", "C", "N", "C", "C", "N", "C", "P", "C", "N", "C", "C", "N", "C", "C", "N", "C", "C", "N", "C", "H", "H", "H", "H", "H", "H", "H", "H", "H", "H", "H", "H", "H", "H", "H", "N", "C", "C", "C", "N", "H", "H", "H", "H", "H", "H", "H", "H", "H", "H", "F", "C", "F", "F", "C", "O", "C", "F", "F", "F", "C", "F", "F", "F", "O", "C", "O", "C", "C", "C", "C", "C", "C", "H", "H", "H", "H", "H", "F", "C", "C", "C", "F", "C", "F", "C", "F", "C", "F", "Ge", "S", "C", "C", "F", "C", "F", "C", "F", "C", "F", "C", "F", "C", "C", "F", "C", "F", "C", "F", "C", "F", "C", "F"], "positions_angstrom": [[-0.9671, -1.6584, -0.7231], [4.2127, -4.6672, 1.5140], [2.9885, -4.4714, 0.7733], [2.5100, -5.2821, -0.2202], [1.3746, -4.6765, -0.6881], [1.1537, -3.5235, -0.0102], [2.1294, -3.4021, 0.8624], [2.5095, -2.0100, 1.9773], [2.7431, -0.7026, 0.7069], [2.3250, -0.7403, -0.5410], [2.8470, 0.3557, -1.1546], [3.6084, 1.0685, -0.2700], [3.5554, 0.3813, 0.9079], [4.1611, 0.7837, 2.1534], [0.8676, -1.7058, 2.7083], [-0.2560, -2.2672, 2.3291], [-1.2017, -1.8892, 3.2280], [-0.6365, -1.0921, 4.1865], [0.6896, -0.9990, 3.8697], [1.6528, -0.1698, 4.5527], [4.5732, -5.6801, 1.3457], [4.9814, -3.9632, 1.1884], [4.0433, -4.5250, 2.5800], [3.0122, -6.1937, -0.4978], [0.7032, -5.0002, -1.4674], [2.6447, 0.5608, -2.1944], [4.1758, 1.9778, -0.3801], [4.7595, 1.6772, 1.9847], [3.3926, 1.0036, 2.8965], [4.8116, -0.0052, 2.5359], [-2.2263, -2.2101, 3.1248], [-1.0456, -0.5915, 5.0482], [1.4506, -0.1746, 5.6237], [2.6550, -0.5636, 4.3811], [1.5966, 0.8548, 4.1779], [-3.5602, -0.9737, -1.8720], [-4.2623, 0.2736, -2.1420], [-3.5440, 1.1672, -3.1586], [-2.2271, 1.7973, -2.6993], [-1.2252, 0.7759, -2.4412], [-3.2527, -1.4292, -2.7286], [-4.1346, -1.6277, -1.3536], [-4.3703, 0.8167, -1.1956], [-5.2798, 0.1059, -2.5345], [-4.2272, 1.9785, -3.4288], [-3.3350, 0.5767, -4.0563], [-2.3930, 2.3815, -1.7838], [-1.9125, 2.5075, -3.4845], [-0.2916, 1.1603, -2.3573], [-1.2381, 0.0997, -3.2042], [-1.3951, -6.5597, -1.0176], [-2.0409, -6.2211, 0.1208], [-2.6800, -7.3508, 0.5422], [-1.1030, -5.9513, 1.0370], [-3.0033, -4.9724, -0.0925], [-2.4031, -3.8301, -0.0835], [-4.0862, -5.0681, 1.0797], [-4.6922, -3.8793, 1.2372], [-5.0799, -5.9799, 0.9074], [-3.5049, -5.3625, 2.2655], [-3.7870, -5.2550, -1.4429], [-4.8752, -4.4532, -1.5295], [-4.2393, -6.5337, -1.5848], [-3.0271, -4.9961, -2.5098], [-1.6268, -1.2022, -4.8797], [-0.8801, -2.0846, -4.4045], [-0.8415, -2.5153, -3.2293], [0.1599, -2.6944, -5.3559], [1.3971, -3.0542, -4.8256], [2.4016, -3.5402, -5.6492], [2.1697, -3.6951, -7.0103], [0.9282, -3.3659, -7.5377], [-0.0680, -2.8554, -6.7155], [1.5386, -2.9498, -3.7566], [3.3672, -3.8036, -5.2319], [2.9538, -4.0703, -7.6586], [0.7417, -3.5041, -8.5972], [-1.0338, -2.5789, -7.1203], [-1.9738, 2.2516, 3.6489], [-1.6527, 3.4678, 4.0908], [-0.8965, 4.3180, 3.3020], [-0.6447, 5.5759, 3.8153], [0.0335, 6.4766, 3.0825], [-1.0837, 5.9732, 5.0641], [-0.8258, 7.2055, 5.5273], [-1.8114, 5.0892, 5.8388], [-2.2300, 5.4560, 7.0539], [-2.1083, 3.8315, 5.3482], [-2.8378, 2.9886, 6.0887], [0.0150, 3.6168, 1.6306], [0.4130, 1.5894, 1.4276], [-0.9200, 4.5754, 0.1283], [-2.0982, 5.2916, 0.2492], [-2.6707, 5.4719, 1.4498], [-2.7335, 5.8652, -0.8382], [-3.8640, 6.5650, -0.6809], [-2.1834, 5.7238, -2.0983], [-2.7657, 6.3072, -3.1462], [-1.0334, 4.9746, -2.2663], [-0.5191, 4.8198, -3.4880], [-0.4360, 4.4007, -1.1594], [0.6538, 3.6545, -1.3544], [1.8245, 4.5411, 1.8703], [2.5487, 4.1187, 2.9779], [1.9164, 3.4955, 3.9883], [3.9127, 4.2849, 3.1119], [4.5677, 3.8119, 4.1799], [4.6085, 4.9429, 2.1138], [5.9277, 5.1229, 2.2204], [3.9257, 5.4110, 1.0084], [4.5988, 6.0668, 0.0528], [2.5597, 5.2060, 0.9056], [1.9507, 5.7266, -0.1697]], "lowdin_charge": [0.86, -0.07, -0.15, -0.07, -0.12, 0.04, -0.46, 1.15, -0.50, 0.07, -0.15, -0.09, -0.15, -0.05, -0.50, 0.05, -0.13, -0.08, -0.14, -0.06, 0.08, 0.08, 0.07, 0.11, 0.11, 0.10, 0.11, 0.08, 0.06, 0.08, 0.11, 0.11, 0.09, 0.06, 0.05, -0.03, -0.28, -0.19, -0.28, -0.02, 0.06, 0.06, 0.11, 0.10, 0.10, 0.10, 0.10, 0.10, 0.06, 0.03, 0.13, -0.51, 0.11, 0.15, -0.41, -0.22, -0.52, 0.13, 0.11, 0.13, -0.52, 0.13, 0.11, 0.16, -0.04, -0.65, -0.16, -0.12, -0.03, -0.10, -0.13, -0.11, -0.04, 0.11, 0.09, 0.08, 0.09, 0.11, 0.08, -0.23, -0.13, -0.23, 0.09, -0.14, 0.10, -0.14, 0.11, -0.14, 0.11, 0.56, 0.25, -0.11, -0.21, 0.09, -0.14, 0.11, -0.14, 0.12, -0.16, 0.12, -0.26, 0.08, -0.11, -0.25, 0.07, -0.16, 0.10, -0.15, 0.11, -0.15, 0.10, -0.21, 0.09]}

***

# 3
{"formula": "C4H5NO2", "method": "the ωB97M-V functional and the def2-TZVPD basis", "homo_energy_ev": -10.206, "e_tot_ev": -9811.934, "e_above_lowest_kj_mol": 229.7, "e_lumo_ev": 0.82, "multiplicity": 1, "symbols": ["O", "C", "N", "C", "C", "C", "O", "H", "H", "H", "H", "H"], "positions_angstrom": [[1.2050, 2.3574, -0.1734], [1.3043, 1.1937, -0.2951], [1.5279, 0.0004, -0.3800], [0.5107, -1.0196, -0.6195], [-0.8449, -0.5962, -0.0609], [-0.8095, 0.5789, 0.8067], [-1.0837, -0.7054, 1.3338], [0.8407, -1.9715, -0.1943], [0.4289, -1.1429, -1.7039], [-1.7311, -0.8639, -0.6393], [0.2013, 0.7890, 1.1448], [-1.5497, 1.3800, 0.7811]], "nbo_charge": [-0.51, 0.85, -0.55, -0.24, 0.02, -0.12, -0.48, 0.23, 0.21, 0.20, 0.19, 0.20]}